(1)
17
Properties=species:S:1:pos:R:3:lowdin_charge:R:1 method="wB97M-V/def2-TZVPD" gap_ev=8.91 smiles="COC(O)=C(F)F.C#CC=O" relative_energy_kcal_mol=9.5 e_homo_ev=-8.8 max_force_ev_per_a=3.6
C 1.483 2.846 -0.416 -0.0529
F -1.723 0.078 -0.322 0.0663
C -1.301 -3.309 1.386 0.1656
F -0.171 0.543 -1.820 0.0893
C 0.073 1.183 0.578 -0.3578
H 1.340 2.230 -1.394 0.1212
C -0.966 -3.315 0.216 -0.0606
C -0.332 -3.081 -1.045 -0.3453
H 2.456 3.278 -0.394 0.0662
C -0.458 0.603 -0.496 -0.2441
H -0.109 1.630 2.265 0.1273
H -1.512 -3.593 2.354 0.0167
H 0.792 3.770 -0.204 0.1315
O 0.839 -2.977 -1.180 0.0806
H -1.076 -2.825 -1.931 0.1478
O -0.562 0.976 1.725 0.1263
O 1.226 1.962 0.679 -0.0779


(2)
16
Properties=species:S:1:pos:R:3:lowdin_charge:R:1 method="wB97M-V/def2-TZVPD" gap_ev=11.57 smiles=CC[C@@H](O)CC#N relative_energy_kcal_mol=24.1 e_homo_ev=-10.9 max_force_ev_per_a=1.1
H 0.619 2.853 0.435 0.0741
C 0.306 -1.726 -0.288 -0.1368
H -0.255 -2.438 -0.899 0.1289
O -0.795 -0.127 -1.560 -0.0400
H 1.400 0.551 0.277 0.1157
H 0.192 0.614 1.562 0.1187
H 0.065 2.177 -1.099 0.0735
H 1.262 -1.543 -0.794 0.1318
C 0.564 -2.328 1.021 -0.2192
H -1.439 0.591 -1.583 0.0934
C -0.043 2.106 -0.011 -0.1059
H -1.065 2.388 0.263 0.0778
H -1.411 -0.592 0.357 0.1516
N 0.751 -2.818 2.052 0.1426
C 0.330 0.704 0.475 -0.1998
C -0.483 -0.413 -0.209 -0.4064


(3)
31
Properties=species:S:1:pos:R:3:lowdin_charge:R:1 method="wB97M-V/def2-TZVPD" total_charge=+1 gap_ev=8.53 relative_energy_kcal_mol=0.0 e_homo_ev=-13.4 max_force_ev_per_a=3.4
H 2.194 -1.288 2.194 0.1308
C -1.287 -1.664 2.084 -0.0902
H 1.311 -1.453 4.339 0.1221
C -1.602 0.426 -2.425 -0.0795
C -0.775 0.956 -3.599 -0.1836
H 1.906 1.020 -2.592 0.1399
H 1.946 0.379 2.748 0.1246
H -0.876 -2.600 3.948 0.1374
C 1.454 -0.528 2.421 -0.1314
H -0.173 0.163 -3.988 0.1133
H -1.996 -1.059 2.630 0.1332
C 0.561 0.837 -1.012 -0.1096
H -0.491 2.920 -2.758 0.1279
H -1.407 1.302 -4.436 0.1355
O -1.383 -0.458 -0.098 0.1444
H -2.357 1.132 -2.242 0.1171
C 1.236 0.595 0.158 0.1095
H -0.032 -0.309 3.995 0.1308
H -1.771 -2.499 1.548 0.1426
H 1.678 2.529 -1.696 0.1273
H 0.646 2.509 -4.036 0.1257
C -0.655 -0.779 1.030 -0.1037
C 0.113 2.095 -3.166 -0.1815
C 0.615 -1.100 3.577 -0.1880
C 1.161 1.664 -2.097 -0.1271
H -2.133 -0.505 -2.657 0.1407
C 0.626 -0.254 1.189 -0.0831
H 0.315 -3.039 2.724 0.1211
C -0.281 -2.212 3.086 -0.1908
C -0.795 0.225 -1.139 -0.0088
H 2.252 0.994 0.271 0.1532


(4)
131
Properties=species:S:1:pos:R:3:lowdin_charge:R:1 method="wB97M-V/def2-TZVPD" total_charge=-2 gap_ev=5.46 relative_energy_kcal_mol=25.8 e_homo_ev=-1.7 max_force_ev_per_a=2.2
C -5.801 -0.344 -3.694 -0.1050
C -1.489 0.277 -1.917 -0.1873
C -0.578 1.273 3.965 -0.3552
Zr 0.446 -0.472 -0.801 1.3569
O 1.542 1.610 -1.729 -0.3799
H 4.546 -0.587 -1.501 0.0156
C 2.363 1.452 3.913 -0.3745
C -2.214 -2.755 4.312 -0.1125
O -5.258 -4.419 2.035 -0.1013
C -0.179 -3.458 -2.164 -0.1666
H -2.464 -2.287 5.252 0.0926
O 6.042 1.016 -3.530 -0.0674
H 4.678 2.350 -4.145 0.1199
H -6.516 -1.154 -3.539 0.0854
N -3.286 -1.274 -1.109 0.1543
C -0.920 -5.771 0.505 -0.0703
C -1.518 -4.671 3.052 -0.0559
O -1.341 -4.441 0.629 -0.0773
H -1.609 0.668 7.132 0.0936
Se 3.051 0.347 0.306 0.6205
C -1.679 0.881 6.074 -0.1001
H -5.088 -0.639 -4.467 0.0992
H -4.761 -5.847 3.327 0.0882
C 1.309 -2.544 2.103 -0.6466
C -3.011 -1.868 0.056 -0.3438
H 2.451 2.740 -3.213 0.1365
C 4.824 1.550 5.244 -0.1112
H 3.185 2.977 2.662 0.0978
C -0.044 -5.411 -5.295 -0.1051
C -2.824 -0.146 -1.828 -0.1738
H -4.458 2.023 -3.887 0.1017
H -3.820 0.804 6.043 0.0933
C -1.834 1.407 3.372 -0.0975
H -0.355 -5.309 -6.328 0.0922
H 6.124 0.380 -2.807 0.0740
S -0.839 2.460 0.260 0.5029
C 3.365 2.339 3.515 -0.1404
C -0.521 1.055 5.336 -0.0923
C -3.872 0.449 -2.561 -0.2194
C 3.869 0.615 5.602 -0.0964
C 4.247 0.444 -1.304 -0.5205
O -2.279 2.438 0.326 -0.2750
H 3.145 2.914 -1.574 0.1279
C 1.837 -3.713 2.649 -0.7004
O -0.228 1.127 0.448 -0.5755
H 0.067 -5.930 0.953 0.0923
C 3.743 1.119 -2.592 -0.5482
C 0.526 3.165 2.651 -0.3108
C 1.126 -6.627 -3.594 -0.1023
H -6.499 -5.818 2.935 0.0874
H -7.721 0.030 0.852 0.0965
C 1.396 -2.173 0.761 -0.3249
H 0.907 2.323 -1.464 0.0192
N -1.937 -1.796 0.753 0.1782
H -1.403 5.067 0.642 0.1129
C -5.617 -5.197 3.141 -0.0953
H -5.800 -4.590 4.034 0.0977
C 2.692 2.196 -2.281 -0.2366
N -4.078 -2.733 0.452 0.1480
H 4.071 -0.079 6.408 0.0954
C -5.984 -3.277 1.756 -0.2034
H 1.974 -0.246 5.173 0.0639
C -2.991 1.281 4.121 -0.0880
C -7.232 -0.899 1.105 -0.1065
H -4.205 -1.533 -1.456 0.1311
H -5.451 -0.393 0.042 0.1046
H -6.340 0.547 -4.033 0.0786
H -1.237 -5.713 3.030 0.1013
H -1.781 -4.669 5.172 0.0937
H -0.895 -3.534 -4.686 0.1148
C -2.335 1.991 -3.488 -0.0895
H -2.536 -0.969 3.166 0.0880
H -1.912 1.598 2.311 0.0692
C 4.577 2.393 4.172 -0.0919
Cl 0.596 -1.414 3.184 0.8229
H -7.761 -3.724 2.872 0.0991
C 0.068 -4.525 -3.056 -0.2499
C 2.666 0.542 4.921 -0.1245
C 0.826 -5.639 -2.679 -0.0603
O -5.155 -0.128 -2.469 -0.1506
H -1.635 -6.473 0.955 0.0905
H 5.762 1.604 5.782 0.0893
C -2.919 0.971 5.469 -0.1096
C -3.639 1.546 -3.364 -0.0461
Se 1.355 -0.540 -3.619 0.5605
C -0.304 3.540 1.608 -0.2514
H 0.682 6.173 4.213 0.0942
H 1.206 -5.702 -1.671 0.0787
P 0.890 1.362 2.822 1.0273
H 1.516 3.871 4.418 0.1037
H -3.747 -3.569 0.920 0.1177
C 0.414 5.436 3.468 -0.0884
C -1.913 -2.567 1.924 -0.2615
H -0.315 1.681 -3.062 0.0407
H 0.430 1.021 5.843 0.0818
C -7.252 -3.015 2.234 -0.0443
C 3.249 0.122 -3.648 -0.5199
O -0.305 3.183 -0.892 -0.2961
C -0.765 4.838 1.481 -0.0644
C 2.800 -4.204 0.519 -0.7086
H -0.862 -5.960 -0.565 0.0789
Cl 2.649 -2.471 -1.524 0.7210
H 5.301 2.638 -2.502 0.1194
C -0.285 -2.468 -1.458 -0.2157
H 5.117 0.991 -0.927 0.0446
C -5.954 -1.147 0.627 -0.0078
H -2.111 2.831 -4.133 0.0967
H 3.328 0.580 -4.636 0.0423
C 0.878 4.139 3.588 -0.0809
C -7.884 -1.822 1.898 -0.1233
Cl 1.619 -4.094 4.319 0.6697
C 0.686 -6.525 -4.903 -0.1233
C 2.552 -4.581 1.837 -0.7352
H 3.875 -0.772 -3.646 0.0368
H 1.724 -7.475 -3.290 0.0942
H -8.876 -1.619 2.279 0.0878
C -0.410 5.797 2.412 -0.0842
C -1.839 -4.081 4.267 -0.1314
H 0.930 -7.298 -5.620 0.0849
H 5.338 3.088 3.843 0.0970
C -1.312 1.347 -2.814 -0.1955
C -1.559 -3.934 1.879 -0.2386
C 4.959 1.859 -3.207 -0.2539
Cl 3.817 -5.177 -0.475 0.6618
H -0.766 6.815 2.319 0.0952
H -3.952 1.399 3.640 0.1090
C -2.259 -2.010 3.145 -0.0764
C -0.357 -4.423 -4.386 -0.0331
C -5.315 -2.348 0.923 -0.1600
C 2.239 -3.033 0.036 -0.7156
Cl 3.142 -6.081 2.450 0.6284


(5)
61
Properties=species:S:1:pos:R:3:lowdin_charge:R:1 method="wB97M-V/def2-TZVPD" s_squared=15.761 multiplicity=8 gap_ev="5.06 / 6.44" relative_energy_kcal_mol=0.0 e_homo_ev="-5.7 / -7.1" max_force_ev_per_a=3.1
C -1.167 -1.454 -4.955 -0.3687
C -1.634 -0.740 4.009 -0.5674
O -2.772 -0.551 -0.198 -0.1845
N 1.190 0.684 1.071 0.0282
C -0.853 4.638 -0.738 0.0009
C 3.626 -4.636 -0.296 -0.1388
C 2.771 2.175 2.797 0.0031
N -0.644 1.862 -0.577 0.0230
H -5.280 -0.441 2.781 0.1123
C -2.656 -0.586 4.920 -0.1159
C -3.575 -0.590 0.787 -0.1524
F 1.587 -5.737 -0.292 0.0804
C -3.972 -0.500 4.459 -0.6780
F 5.721 -3.507 -0.277 0.1093
C 2.251 -4.586 -0.419 -0.2488
C -3.222 -0.667 2.170 -0.1247
F 4.243 -5.803 -0.056 0.1114
F 4.425 -1.126 -0.753 0.1077
C 2.837 0.805 2.798 -0.0341
N -0.529 -0.559 -2.828 -0.0505
C 0.914 4.843 1.003 -0.0205
H 2.050 -0.986 1.885 0.1192
H -2.151 1.777 -1.964 0.1102
H -1.731 -2.248 -3.009 0.0822
H 3.388 2.762 3.466 0.1212
H -2.381 4.236 -2.192 0.1094
C 2.357 -2.268 -0.777 -0.2442
N -0.522 -0.498 -5.662 0.1220
C -1.852 -0.835 2.611 -0.3654
H 0.662 1.175 -5.457 0.1039
H -2.445 -0.537 5.978 0.1065
C -1.652 3.825 -1.507 -0.0363
O -0.895 -1.062 1.789 -0.2508
F 1.776 -1.056 -1.036 -0.0653
Cl -5.254 -0.329 5.622 0.6493
H 3.495 0.269 3.466 0.1138
S -0.200 -3.347 -0.755 0.5381
C 1.775 4.257 1.858 -0.0162
C 0.155 0.371 -3.532 -0.1521
H -1.720 -2.380 -6.667 0.1058
H -4.650 -0.531 0.577 0.1255
C 0.130 0.400 -4.920 -0.1248
C 1.101 2.032 1.077 -0.1374
C 3.732 -2.267 -0.646 -0.1595
H 2.398 4.854 2.511 0.1176
Eu -0.497 -0.644 -0.302 1.3912
C 1.890 2.827 1.921 -0.1389
H -2.241 -3.183 -5.215 0.1057
C -1.193 -1.478 -3.546 -0.0817
C 0.151 2.656 0.186 -0.1355
C 0.070 4.057 0.144 -0.1426
C 2.025 0.099 1.905 -0.1329
Cl -0.001 -0.863 4.581 0.7167
H 0.832 5.921 0.954 0.1159
H -0.932 5.716 -0.797 0.1208
H 0.716 1.105 -2.967 0.0948
C 4.389 -3.468 -0.403 -0.1418
C -1.520 2.443 -1.384 -0.1279
N -1.803 -2.399 -5.665 0.1366
C -4.257 -0.535 3.122 -0.0709
C 1.543 -3.392 -0.658 -0.5743


(6)
58
Properties=species:S:1:pos:R:3:lowdin_charge:R:1 method="wB97M-V/def2-TZVPD" total_charge=+1 gap_ev=8.14 relative_energy_kcal_mol=26.0 e_homo_ev=-10.8 max_force_ev_per_a=3.4
H -17.856 -0.331 10.972 0.0292
H -10.357 -0.465 15.209 0.1313
N -11.763 1.983 8.191 0.0183
H -8.462 3.839 10.779 0.1311
H -16.120 2.481 13.403 0.0068
N -12.977 5.234 10.526 -0.0098
H -13.204 0.622 7.661 0.1098
H -13.593 9.008 9.752 0.1160
C -12.411 0.482 12.603 -0.0956
H -17.617 2.242 8.962 0.0399
H -10.529 4.147 12.651 0.1146
C -16.905 -0.160 10.435 -0.1689
C -14.459 7.083 10.199 -0.0139
N -10.464 4.002 9.950 -0.2047
O -14.924 2.080 10.668 -0.6436
H -9.895 5.565 11.069 0.1250
C -9.457 3.345 10.867 -0.1458
H -13.363 0.285 12.246 0.0768
H -18.743 2.324 10.325 0.0464
N -11.847 1.662 12.200 -0.0188
H -17.143 1.124 13.409 0.0298
C -10.744 0.050 14.296 -0.0346
C -16.872 2.005 12.823 -0.1763
H -17.525 3.612 10.047 0.0003
H -9.398 2.316 10.463 0.1245
C -10.523 5.458 10.163 -0.1485
H -8.994 3.398 13.013 0.1111
H -9.929 6.099 9.463 0.1397
C -12.191 0.883 7.476 -0.1160
H -9.205 1.639 14.279 0.1134
C -12.128 7.459 10.024 -0.0256
C -9.592 1.654 7.212 0.0046
C -9.893 3.292 12.392 -0.0868
H -17.147 -0.101 9.371 0.0188
H -9.311 -0.264 6.228 0.1195
H -10.494 4.544 7.911 0.1385
H -8.594 2.075 7.004 0.1253
H -17.798 2.615 12.899 0.0465
H -11.826 -0.733 6.167 0.1316
Si -16.463 1.630 11.080 0.2581
C -10.113 3.744 8.541 -0.1527
C -10.496 2.416 7.988 -0.2762
H -12.145 -1.446 13.525 0.1183
C -11.879 -0.389 13.594 -0.0297
H -16.237 -0.947 10.650 -0.0140
H -14.982 5.083 10.749 0.0991
H -15.472 7.504 10.148 0.1195
C -11.400 0.136 6.701 -0.0617
C -10.592 1.932 12.725 -0.2377
C -14.181 5.765 10.563 -0.1382
C -13.375 7.978 9.975 -0.0464
C -10.028 0.422 6.681 -0.0176
C -17.695 2.556 10.034 -0.2029
C -10.077 1.185 13.808 -0.0204
H -9.001 3.817 8.477 0.1345
Ca -12.941 2.755 10.346 1.3712
H -11.202 8.069 9.945 0.1320
C -11.914 6.064 10.280 -0.1953


(7)
17
Properties=species:S:1:pos:R:3:lowdin_charge:R:1 method="wB97M-V/def2-TZVPD" gap_ev=10.32 relative_energy_kcal_mol=85.5 e_homo_ev=-9.4 max_force_ev_per_a=4.1
H -0.616 -0.679 -2.630 0.0497
H -1.723 -0.836 2.339 0.1154
H -1.464 -0.421 -2.944 0.0623
H -1.287 1.073 -0.327 0.1541
H 2.741 1.403 -0.701 0.0951
C -0.808 -0.810 1.740 -0.1660
O 1.080 0.092 -1.780 0.0086
H 2.161 0.700 0.842 0.0970
H -0.330 -1.861 -0.105 0.1143
C 0.794 0.600 -0.711 -0.3947
H -2.039 -1.270 -0.045 0.1088
O -0.355 0.533 1.484 -0.0987
C -1.006 -1.082 0.252 -0.0963
H -0.037 -1.428 2.217 0.1182
C 1.888 1.323 -0.015 -0.0077
H 1.531 2.290 0.324 0.0906
C -0.530 0.374 0.059 -0.2508


(8)
22
Properties=species:S:1:pos:R:3:lowdin_charge:R:1 method="wB97M-V/def2-TZVPD" total_charge=+2 gap_ev=3.89 e_homo_ev=-15.1 max_force_ev_per_a=6.0
S -3.612 -1.632 2.031 1.0152
C 1.488 1.093 -1.180 -0.1212
H 1.549 1.124 -2.337 0.1374
C 0.321 0.072 -0.707 -0.0370
N -2.964 -2.654 0.802 -0.1941
C 0.190 -1.328 -1.402 0.0375
C -0.664 0.533 0.451 -0.1226
C 2.870 0.516 -0.571 -0.1717
H 3.904 0.909 -0.848 0.1300
H -1.255 2.512 0.881 -0.2841
Sn -1.878 4.079 1.553 1.6126
C -1.881 -1.904 0.212 -0.2255
C -1.764 -0.472 0.907 -0.2320
H -0.073 1.842 1.973 0.1169
N 2.821 -0.512 0.270 0.0781
N -2.702 -0.181 1.980 -0.2551
H 1.283 2.170 -0.856 0.1010
H 0.928 -1.562 -2.236 0.1273
N -0.429 1.863 1.003 -0.0518
C -0.914 -2.353 -0.971 0.1304
H -1.019 -3.372 -1.486 0.1389
H 3.801 -0.744 0.530 0.0697


(9)
17
Properties=species:S:1:pos:R:3:lowdin_charge:R:1 method="wB97M-V/def2-TZVPD" s_squared=0.754 multiplicity=2 gap_ev="6.14 / 2.89" e_homo_ev="-6.7 / -6.6" max_force_ev_per_a=1.5
H -2.102 -0.858 -1.864 0.0440
H 1.823 2.361 3.070 0.0391
O 0.429 1.971 0.823 0.0406
H 1.262 1.199 2.278 -0.0253
H 0.121 2.473 1.603 0.0456
O 0.463 -2.515 -1.338 -0.5581
H -1.800 -1.064 2.060 0.0339
O 1.984 1.441 2.858 -0.0220
O -1.740 -0.040 -1.525 -0.0415
H -2.082 -2.134 1.027 0.0447
H 0.432 -3.473 -1.149 -0.1398
H 0.888 0.268 -2.796 0.0446
H -2.243 0.646 -1.964 0.0413
Na 0.579 -0.458 -0.058 0.4875
O 1.206 0.957 -2.213 -0.0462
O -1.373 -1.744 1.540 -0.0374
H 2.153 0.971 -2.351 0.0490


(10)
72
Properties=species:S:1:pos:R:3:lowdin_charge:R:1 method="wB97M-V/def2-TZVPD" total_charge=+2 gap_ev="5.36 / 5.36" relative_energy_kcal_mol=28.8 e_homo_ev="-13.4 / -13.4" max_force_ev_per_a=1.2
C -0.166 2.396 3.033 -0.3670
N -0.054 -9.907 3.295 0.1977
H 2.991 4.995 -3.181 0.1289
C -1.249 3.041 3.637 -0.0714
C -0.501 -2.308 -5.063 -0.0018
C 2.144 -2.360 -0.804 -0.1205
H -0.054 -1.571 -7.048 0.1248
H 1.870 6.510 1.171 0.1213
H -1.872 3.811 -0.452 0.1141
C 2.454 4.171 -2.739 0.0030
C 1.268 3.226 -0.822 -0.2054
N 1.011 -1.844 -0.244 -0.0954
S -1.638 -0.066 -1.938 0.7004
H -5.622 1.794 -0.069 0.1172
C 0.964 4.569 1.189 -0.0362
C 0.953 2.047 3.789 -0.0875
C 2.246 3.018 -3.440 -0.0519
C -0.220 -5.365 1.769 0.0031
H 1.851 2.061 5.728 0.1165
C 0.162 -8.895 2.809 -0.1745
C -1.890 2.050 0.781 -0.4333
C -0.556 -0.008 -5.697 -0.0345
H -0.447 0.801 -6.402 0.1446
C 1.147 2.025 -1.539 -0.2124
C 0.448 -2.829 0.428 -0.1138
C 0.992 2.340 5.139 -0.0538
H -2.117 3.322 3.057 0.1139
H 1.782 1.541 3.312 0.1080
H -2.004 3.879 5.450 0.1190
H -1.024 -2.694 -3.014 0.1119
H -0.063 3.190 6.797 0.1189
C 2.206 5.477 -0.662 0.0175
H 2.658 -6.168 0.156 0.1072
C 1.702 5.605 0.610 -0.0291
H 2.610 2.913 -4.450 0.1170
H -1.119 1.276 -4.198 0.1542
C 1.606 1.929 -2.825 -0.1091
C 1.978 4.310 -1.420 -0.1456
P -0.149 2.026 1.254 1.0963
H -1.328 -6.701 3.018 0.1315
H 0.551 4.695 2.181 0.1137
H -0.911 -4.554 1.925 0.1052
N 1.171 -3.962 0.335 0.0087
C -0.462 -6.576 2.387 0.0056
C -1.102 -0.612 -3.463 -0.7204
N -0.924 0.309 -4.444 0.0635
C -0.081 2.983 5.739 -0.0390
H -4.287 3.666 -0.944 0.1163
C -0.875 -1.958 -3.786 -0.0631
C -1.187 3.348 4.983 -0.0473
H 2.794 -1.761 -1.409 0.1078
C -4.577 1.871 0.186 -0.0453
H -0.476 -2.734 0.960 0.1330
Au 0.601 0.300 -0.529 0.8289
H -0.341 -3.342 -5.326 0.1283
C 1.545 -7.482 1.392 0.0094
H 3.016 -4.371 -0.706 0.1227
H 1.515 1.006 -3.379 0.0919
C -4.000 0.935 1.033 -0.0596
H 2.231 -8.303 1.251 0.1337
C 0.744 3.397 0.488 -0.3081
H -2.187 0.288 1.972 0.1101
C -2.467 3.000 -0.054 -0.0793
C -0.334 -1.315 -6.040 -0.0135
H -4.601 0.152 1.464 0.1158
C -3.819 2.910 -0.333 -0.0562
H 2.792 6.269 -1.103 0.1296
C 1.783 -6.270 0.776 0.0085
C -2.655 1.016 1.322 -0.1312
C 0.904 -5.203 0.959 -0.1658
C 0.418 -7.642 2.197 -0.2120
C 2.253 -3.667 -0.452 -0.0156